This record from OMol25 describes a cluster of 2 separate species, C9H14 in total in a non-equilibrium geometry. The level of theory is wB97M-V/def2-TZVPD.

The geometry in XYZ format:
```
23
Properties=species:S:1:pos:R:3:forces:R:3
C -2.28266 0.58020 -1.68175 -1.60 -2.17 1.29
C 1.30424 1.25418 -0.47308 -1.53 0.87 2.21
C 0.27915 0.75542 -1.19063 -1.87 -1.32 -1.83
C 1.02257 1.72142 0.87397 2.60 0.40 -0.40
C -1.08122 0.81049 -0.74490 -0.62 -0.75 -1.47
C -0.23437 1.60569 1.40235 -0.19 -1.20 -3.99
C -1.30448 1.16686 0.52381 0.22 1.42 3.63
H 2.24405 1.32402 -0.93563 1.33 -0.07 -0.06
H 0.43727 0.14384 -2.12253 0.05 1.26 0.64
H 1.95106 2.12884 1.42647 -1.88 -0.68 -0.56
H -0.53278 1.76301 2.36173 -0.20 0.83 2.68
H -2.24418 -0.29655 -2.33851 0.66 -0.31 0.36
H -2.28136 1.34044 -2.40510 -0.51 1.54 -0.69
H -2.28593 1.23884 1.05748 0.59 -0.36 -1.19
H -3.38061 0.39477 -1.18942 2.88 1.07 -0.75
C 1.37638 -1.86237 1.35579 0.29 2.51 0.57
C 0.69356 -2.20037 0.02106 1.52 -0.94 -0.81
H 2.47233 -1.56713 1.23382 -1.33 -0.70 -0.03
H 0.92641 -0.88902 1.80921 0.52 -1.51 -1.05
H 1.28795 -2.53704 2.19309 0.04 -0.77 -0.14
H -0.35320 -2.42360 0.03967 -0.77 0.38 0.47
H 1.08425 -3.08043 -0.56900 0.20 0.56 1.07
H 0.90155 -1.37151 -0.64788 -0.40 -0.05 0.06
```
Positions in Å, forces in eV/Å.

The structure (SMILES) is Cc1ccccc1.CC.

=====

This record from OMol25 describes a structure of composition C39H33N4O3P2PdSSe2 in a non-equilibrium geometry. The level of theory is wB97M-V/def2-TZVPD.

The geometry in XYZ format:
```
85
Properties=species:S:1:pos:R:3:forces:R:3
Pd 1.70833 0.10330 -2.03426 2.44 1.69 -0.35
Se 0.30723 -3.43850 3.55054 0.14 -0.20 0.18
P -0.59527 -1.58840 3.10894 -0.27 0.06 0.17
C -0.60777 -0.43860 4.51684 -0.01 -0.20 -0.06
C -1.15377 0.82980 4.35654 -0.03 -0.09 0.12
C -1.04327 1.75300 5.37684 -0.11 0.11 -0.04
C -0.40147 1.41430 6.55874 0.04 -0.02 0.07
C 0.11943 0.14300 6.72364 0.02 0.10 0.14
C 0.01973 -0.78450 5.70134 0.00 -0.11 -0.09
C -2.34097 -1.75770 2.61504 0.35 0.05 -0.04
C -2.92387 -0.90370 1.68844 0.04 0.08 0.12
C -4.26807 -1.03390 1.38594 -0.14 0.14 0.07
C -5.02907 -2.01250 2.00584 -0.06 0.15 0.00
C -4.44117 -2.87420 2.91784 -0.10 0.05 0.07
C -3.09897 -2.74990 3.22114 0.01 -0.02 0.03
C 0.23383 -0.59780 1.88124 -0.05 -0.16 -0.37
C 0.48563 -0.67080 0.50884 -0.14 0.29 0.23
N 1.30513 0.36960 0.23454 -0.74 -0.81 -0.55
N 1.53883 1.02250 1.33754 0.67 0.77 -0.01
N 0.92353 0.46720 2.33634 -0.22 -0.05 0.65
P 0.17093 -1.74550 -0.89026 -0.11 -1.08 0.81
Se -0.43017 -0.77740 -2.70596 -0.09 -0.67 -0.42
C -1.12807 -2.92910 -0.38826 0.21 0.16 -0.17
C -0.85407 -4.07290 0.35034 0.10 0.00 -0.14
C -1.88297 -4.93190 0.69314 0.02 -0.12 0.01
C -3.18177 -4.66750 0.29174 0.07 -0.03 -0.04
C -3.45387 -3.53650 -0.46286 -0.01 -0.04 -0.07
C -2.43047 -2.66990 -0.79796 0.04 -0.02 -0.15
C 1.72493 -2.72150 -0.92916 -0.29 0.02 -0.36
C 2.33113 -3.03640 -2.14246 -0.35 -0.19 -0.07
C 3.49133 -3.79340 -2.14786 0.00 0.02 -0.09
C 4.04743 -4.22880 -0.95406 0.08 -0.01 -0.04
C 3.45473 -3.89960 0.25434 0.06 -0.01 -0.03
C 2.29653 -3.14460 0.26834 -0.12 0.22 -0.07
H -1.63487 1.09890 3.42804 -0.04 0.07 -0.07
H -1.44157 2.74750 5.24284 -0.05 0.09 0.00
H -0.29987 2.14660 7.34774 -0.02 0.04 0.04
H 0.62293 -0.12380 7.64144 0.03 -0.02 0.08
H 0.44713 -1.77280 5.80654 0.01 -0.03 -0.02
H -2.32147 -0.15340 1.19154 -0.01 0.05 -0.02
H -4.71327 -0.36860 0.65954 -0.07 0.02 -0.05
H -6.08127 -2.10570 1.77344 -0.04 -0.01 -0.03
H -5.02867 -3.64250 3.39744 -0.07 -0.09 0.03
H -2.62167 -3.42640 3.91614 0.02 -0.07 0.05
H 0.15513 -4.30680 0.65164 -0.05 -0.01 0.04
H -1.65067 -5.80880 1.27924 -0.05 -0.08 0.06
H -3.98037 -5.34620 0.55934 -0.04 -0.02 0.02
H -4.46297 -3.32430 -0.78746 -0.04 0.00 0.00
H -2.62637 -1.78940 -1.39846 -0.10 -0.02 0.04
H 1.87533 -2.70360 -3.07546 0.13 -0.04 0.23
H 3.96303 -4.03370 -3.09056 0.04 -0.07 -0.04
H 4.94723 -4.82530 -0.96696 0.12 -0.04 -0.01
H 3.89113 -4.21960 1.18964 0.02 -0.05 0.05
H 1.83933 -2.88390 1.21244 -0.01 0.02 0.12
C 3.69893 -0.17680 -3.01276 -1.06 -0.32 -0.06
C 3.67493 1.06460 -2.32076 0.59 0.76 0.30
C 3.33603 2.28360 -2.98236 0.04 -0.16 0.16
C 3.26213 3.46810 -2.28166 0.04 0.12 -0.39
C 3.51923 3.50630 -0.91146 0.22 -0.71 0.10
C 3.86923 2.33560 -0.24336 -0.04 0.71 0.25
C 3.95323 1.13950 -0.92126 -0.32 -0.68 -0.65
H 4.25043 -0.99680 -2.55266 -0.32 0.05 -0.11
H 3.67433 -0.16050 -4.10106 -0.02 -0.05 0.21
H 3.16093 2.25520 -4.05266 -0.06 0.05 0.09
H 2.99753 4.38000 -2.79796 -0.07 0.01 -0.07
H 3.45313 4.43950 -0.37186 -0.03 0.04 0.02
H 4.05673 2.36360 0.81964 -0.04 -0.05 0.02
H 4.24133 0.22850 -0.40376 -0.05 0.11 -0.03
N 0.18383 2.38680 -1.62556 0.55 -0.11 0.60
C -0.40087 3.33850 -2.47316 -0.19 0.33 -0.46
C 0.06893 3.45250 -3.78036 0.05 -0.16 0.23
C -0.43177 4.43010 -4.62126 0.02 -0.09 0.19
C -1.41887 5.26390 -4.14826 -0.43 1.08 -1.08
C -1.95357 5.12790 -2.89056 0.17 -0.46 0.38
C -1.44397 4.15890 -2.04396 0.02 -0.03 -0.05
S -2.07067 6.64680 -5.13616 0.27 -0.62 0.53
O -1.66317 7.79850 -4.34086 -0.12 0.14 -0.18
O -3.50357 6.39030 -5.14226 -0.08 0.21 -0.11
O -1.42187 6.53750 -6.43196 0.06 0.02 -0.13
H -0.21687 2.41970 -0.69306 0.25 -0.11 -0.08
H 1.19973 2.51390 -1.56416 -0.69 0.04 0.20
H 0.82313 2.75010 -4.11096 0.05 -0.03 -0.09
H -0.07627 4.55760 -5.63076 0.05 0.03 -0.15
H -2.74797 5.79410 -2.59496 -0.10 0.04 0.13
H -1.84637 4.04700 -1.04656 0.04 -0.04 0.19
```
Positions in Å, forces in eV/Å.

As for the net charge: -1.

=====

This record from OMol25 describes a cluster of 2 separate species, C2H8N2OSi in total in a non-equilibrium geometry. The level of theory is wB97M-V/def2-TZVPD.

The geometry in XYZ format:
```
14
Properties=species:S:1:pos:R:3:forces:R:3
C 0.01316 2.26105 -0.60906 -0.07 0.90 -1.48
C 0.09254 1.25455 0.25524 -0.62 -0.90 0.66
N -0.27112 -1.51500 -0.84048 -1.14 0.16 -0.31
N -2.25781 -0.07727 1.12984 1.10 -0.77 -1.86
O 2.75427 -1.84671 -0.27746 1.96 0.43 1.47
Si -0.88120 -0.33993 0.06885 -0.11 0.69 0.18
H 0.53591 3.29178 -0.59004 -0.89 -1.91 0.37
H -0.62054 2.07691 -1.54472 1.09 0.48 1.26
H 0.54170 1.21802 1.25123 0.60 0.92 -0.36
H 2.07091 -2.15912 -0.82749 -1.57 -0.64 -0.89
H -0.86561 -2.23261 -1.26086 0.35 0.04 0.43
H -1.99694 0.29254 2.01640 -0.29 0.36 0.64
H -3.07310 -0.66624 1.11349 0.04 -0.13 0.36
H 3.16404 -2.59996 0.18016 -0.43 0.35 -0.46
```
Positions in Å, forces in eV/Å.

The structure (SMILES) is [H]/N=[Si](\N)C=C.O.

=====

This record from OMol25 describes an isolated molecule of C23H17Cl2N5OS in a non-equilibrium geometry. The level of theory is wB97M-V/def2-TZVPD.

The geometry in XYZ format:
```
49
Properties=species:S:1:pos:R:3:forces:R:3
O -5.63390 0.06388 -4.20420 0.51 1.59 -0.16
Cl 4.92083 -5.07100 4.23658 0.28 -0.40 -0.25
Cl 6.04710 2.99833 3.27484 -0.52 0.60 0.90
N -3.58767 3.05631 -4.75863 -0.08 -1.06 0.02
N -3.55608 0.28414 -3.37715 1.02 2.07 -0.22
N 0.06889 -2.09635 0.95825 3.40 -0.39 1.29
S -4.69462 3.36360 -7.06679 0.26 -0.32 0.24
C -4.60796 0.76957 -4.09809 -1.31 -2.91 0.30
C -3.62118 3.80640 -5.81444 0.46 0.14 0.98
C -5.07568 1.98906 -6.13934 -0.01 0.76 0.57
C -4.43362 1.97111 -4.93262 0.00 0.84 -1.35
C -3.67704 0.00376 -2.12384 2.95 -0.21 -3.52
C -1.04692 -1.52840 0.62041 1.59 0.18 -0.44
C 1.23569 -1.37938 1.21118 -2.10 1.95 0.48
C 3.12953 -3.16616 4.04611 -3.00 2.32 0.92
C 4.06625 -3.79496 1.95956 0.14 0.83 -0.83
C 4.76097 1.24839 1.93509 -3.55 -1.92 -2.10
C 3.17968 2.60023 3.16766 2.34 0.43 0.45
C 2.24608 -2.22545 3.37768 0.89 -1.79 0.34
C 3.29549 -2.82852 1.31003 -0.68 -1.37 -0.62
C 3.62513 0.54408 1.31272 2.22 1.00 0.78
C 2.15094 2.04792 2.43299 -1.26 -0.03 1.68
C -0.00269 0.69876 0.65869 -0.47 -2.12 -0.32
C 3.95337 -3.96282 3.32732 0.76 0.01 -0.21
C 4.54181 2.25085 2.82105 -0.97 -0.31 -0.39
C 1.23749 0.10368 1.10240 -2.21 -1.31 -0.17
C 2.29624 -2.16971 1.97403 -0.98 1.60 0.94
C 2.34245 0.94408 1.59689 0.61 -0.61 -0.68
C -1.08337 -0.17201 0.36463 1.59 0.17 1.63
N -4.80356 -0.03924 -1.47690 -0.63 -1.03 4.01
N -2.52590 -0.33453 -1.48295 0.05 -0.12 2.28
C -2.36323 0.25068 -0.10586 -1.69 1.37 -1.65
H -2.93929 4.62525 -5.83824 0.04 0.71 -0.45
H -5.85605 1.35231 -6.41092 -0.83 -1.07 -0.50
H -1.87615 -2.20782 0.48712 -0.36 0.23 -0.09
H 3.01268 -3.27734 5.15411 0.34 0.09 -1.21
H 4.77319 -4.32278 1.35670 0.35 -0.54 0.03
H 5.70158 0.94901 1.58604 1.36 -0.14 -0.09
H 3.10308 3.21342 4.09097 -0.56 -0.03 -1.17
H 1.47748 -1.71274 3.97321 0.48 -0.12 -0.44
H 3.18878 -2.74346 0.22151 0.86 -0.27 0.31
H 3.80247 -0.27126 0.58758 0.03 0.59 0.67
H 1.10201 2.31150 2.69711 0.90 -0.12 -0.15
H -0.27422 1.76186 0.51057 1.00 -0.52 0.25
H -4.83132 -0.85550 -0.85283 -0.37 0.86 -0.18
H -5.57952 0.06890 -2.03905 -2.01 0.05 -1.34
H -1.66063 -0.36440 -2.01893 -0.69 0.38 -0.12
H -3.18340 -0.11774 0.55148 0.53 0.48 -0.48
H -2.34521 1.36451 -0.16376 -0.65 -0.55 0.04
```
Positions in Å, forces in eV/Å.

The structure (SMILES) is N/C(=N\C(=O)c1cscn1)NCc1cnc(-c2ccc(Cl)cc2)c(-c2ccc(Cl)cc2)c1.

=====

In order of appearance, LUMO level = 1.013, 0.116, 0.355, 0.048 eV.
In order of appearance, energy above the lowest of the compared OMol25 structures with the same formula, charge and spin = 38.4, 35.4, 65.9, 41.7 kcal/mol.